CH5NOS | ωB97M-V/def2-TZVPD

Bonds (Å) are listed after each position.
Cartesian coordinates (Å):
1 C -0.370 -1.336 -0.308  H5 1.043, H6 1.038, S7 1.672
2 O 1.806 0.039 0.081  S7 1.483
3 H 0.110 0.467 1.687  S7 1.415
4 N -0.384 1.376 -0.163  S7 1.639, H8 1.020, H9 0.977
5 H 0.122 -2.255 -0.317  C1 1.043
6 H -1.353 -1.394 0.021  C1 1.038
7 S 0.352 0.011 0.369  C1 1.672, O2 1.483, H3 1.415, N4 1.639
8 H 0.499 1.859 -0.327  N4 1.020
9 H -0.782 1.232 -1.043  N4 0.977

Summary:
SMILES string = C=[S@H](N)=O
Kohn-Sham gap = 9.3 eV
energy above the lowest of the compared OMol25 structures with the same formula, charge and spin = 90.85 kcal/mol

Mulliken atomic charge list, values in e, 5 entries: number 1, C, carries -0.91; number 2, O, carries -0.60; number 3, H, carries 0.12; number 4, N, carries -0.57; number 5, H, carries 0.35